Computed, not measured: a molecular structure, H22HeO11, with ωB97M-V/def2-TZVPD.

```
! wB97M-V def2-TZVPD RIJCOSX def2/J DEFGRID3
* xyz 0 1
He 9.793 -7.802 -4.042
O 11.688 -4.773 -3.851
H 11.730 -5.089 -2.948
H 10.954 -5.250 -4.238
O 6.651 -7.346 -4.810
H 6.789 -7.116 -5.728
H 6.837 -8.284 -4.767
O 8.951 -5.397 -5.177
H 8.408 -4.696 -5.535
H 8.325 -6.056 -4.876
O 11.808 -6.112 -1.494
H 11.200 -6.848 -1.555
H 11.409 -5.523 -0.854
O 7.544 -8.841 -1.927
H 7.300 -9.303 -2.729
H 6.750 -8.854 -1.391
O 9.385 -11.566 -2.941
H 9.268 -11.643 -3.888
H 10.064 -10.900 -2.836
O 9.849 -7.045 -7.262
H 9.103 -7.410 -7.739
H 9.455 -6.485 -6.593
O 7.284 -9.952 -4.916
H 6.578 -10.015 -5.560
H 7.890 -10.653 -5.156
O 11.994 -8.499 -5.902
H 11.286 -8.115 -6.420
H 12.097 -9.382 -6.255
O 13.219 -8.125 -3.353
H 12.634 -8.142 -4.111
H 12.738 -7.631 -2.689
O 10.453 -8.500 -1.571
H 9.519 -8.610 -1.753
H 10.585 -8.932 -0.728
*
```

* E_HOMO: -0.355 Eh
* lowest unoccupied orbital energy: -0.647 eV
* electronic energy: -22958.9891 eV